DFT (ωB97M-V/def2-TZVPD) results for C33H35AsGaN4O2S3 as an isolated structure.

Results
Multiplicity   1
Total charge   -1
Molar mass   760.5 g/mol
Total energy   -190569.669 eV
Highest occupied orbital energy   -4.8 eV

Each line ends with the natural charge from an NBO analysis.
CARTESIAN COORDINATES (ANGSTROEM)
Ga 1.066 2.526 -0.310  1.449
S 3.414 2.764 -0.017  -0.209
C 3.415 4.502 -0.107  -0.277
C 4.569 5.159 0.459  0.281
N 5.509 5.646 0.912  -0.337
C 2.440 5.230 -0.695  -0.294
S 1.020 4.545 -1.456  -0.203
C 2.543 6.665 -0.758  0.280
N 2.603 7.813 -0.836  -0.342
O -0.205 4.676 2.993  -0.612
C 0.081 3.834 2.196  0.816
N 0.322 2.959 1.420  -0.951
O -1.102 2.588 -1.172  -0.979
S -2.249 2.378 -0.192  1.268
C -2.895 4.026 0.218  -0.604
C -4.409 3.905 0.124  -0.410
C -4.685 3.147 -1.177  -0.410
C -3.706 1.970 -1.224  -0.602
H -2.470 4.695 -0.533  0.251
H -2.530 4.305 1.207  0.256
H -4.885 4.886 0.134  0.225
H -4.793 3.341 0.980  0.204
H -4.508 3.812 -2.026  0.211
H -5.719 2.804 -1.232  0.215
H -3.311 1.759 -2.218  0.255
H -4.125 1.051 -0.809  0.234
C -4.857 -3.617 -1.348  -0.625
C -3.678 -2.795 -0.890  -0.032
C -3.411 -2.594 0.456  -0.241
C -2.297 -1.877 0.878  -0.003
C -2.100 -1.690 2.369  -0.653
C -1.386 -1.352 -0.063  -0.351
As 0.066 -0.312 0.831  1.104
N 1.028 0.567 -0.474  -1.220
C 1.780 0.013 -1.524  0.281
C 2.100 -1.349 -1.644  -0.317
C 2.832 -1.832 -2.721  -0.190
C 3.268 -0.987 -3.730  -0.279
C 2.946 0.362 -3.642  -0.182
C 2.216 0.849 -2.570  -0.281
C 1.308 -1.705 1.576  -0.266
C 2.243 -1.149 2.467  -0.013
C 2.266 0.315 2.861  -0.653
C 3.229 -1.960 3.034  -0.226
C 3.298 -3.319 2.785  -0.005
C 4.392 -4.174 3.375  -0.624
C 2.324 -3.871 1.965  -0.236
C 1.341 -3.100 1.354  -0.029
C 0.368 -3.849 0.467  -0.639
C -1.693 -1.477 -1.433  -0.011
C -0.866 -0.884 -2.552  -0.652
C -2.823 -2.206 -1.811  -0.190
H -5.357 -4.096 -0.504  0.209
H -4.537 -4.396 -2.042  0.215
H -5.591 -2.997 -1.869  0.212
H -4.085 -3.008 1.201  0.196
H -2.873 -2.218 2.928  0.209
H -2.143 -0.631 2.633  0.234
H -1.126 -2.057 2.702  0.229
H 1.769 -2.033 -0.887  0.210
H 3.058 -2.892 -2.767  0.200
H 3.838 -1.367 -4.568  0.202
H 3.260 1.047 -4.421  0.206
H 1.955 1.899 -2.550  0.219
H 1.293 0.791 2.791  0.242
H 2.945 0.879 2.221  0.248
H 2.628 0.417 3.885  0.211
H 3.964 -1.499 3.689  0.201
H 5.085 -3.570 3.962  0.212
H 4.960 -4.673 2.586  0.215
H 3.980 -4.950 4.025  0.211
H 2.335 -4.941 1.773  0.194
H 0.830 -4.768 0.099  0.208
H 0.049 -3.261 -0.387  0.232
H -0.532 -4.129 1.024  0.219
H -0.551 0.133 -2.336  0.246
H -1.443 -0.880 -3.480  0.201
H 0.038 -1.468 -2.727  0.240
H -3.029 -2.323 -2.873  0.191